No. 1
Below is the molecule C4H6O at a distorted geometry, with properties calculated with the ωB97M-V functional and the def2-TZVPD basis.

Calculated values
HOMO energy   -9.77 eV
Energy above the lowest of the compared OMol25 structures with the same formula, charge and spin   68.94 kcal per mole
Molecular weight   70.09 g/mol
HOMO-LUMO gap   10.921 eV
SMILES   C1CC12CO2
Maximum force   0.1278 hartree/bohr

Each atom is followed by the atoms it is bonded to, with distances in Å.
Element x y z (Å)
1 C 1.012 0.284 -0.792  C2 1.538, C3 1.484, H6 1.056, H7 1.030
2 C 0.983 0.261 0.746  C1 1.538, C3 1.383, H8 1.219, H9 1.036
3 C -0.208 0.190 0.048  C1 1.484, C2 1.383, C4 1.617, O5 1.416
4 C -1.613 -0.607 -0.025  C3 1.617, O5 1.433, H10 1.105, H11 1.158
5 O -1.477 0.818 0.030  C3 1.416, C4 1.433
6 H 1.454 1.135 -1.234  C1 1.056
7 H 1.079 -0.625 -1.271  C1 1.030
8 H 1.483 -0.627 1.415  C2 1.219
9 H 1.190 1.198 1.137  C2 1.036
10 H -1.936 -0.946 -1.026  C4 1.105
11 H -1.968 -1.080 0.971  C4 1.158



No. 2
Below is the molecule C4H6O at a distorted geometry, with properties calculated with the ωB97M-V functional and the def2-TZVPD basis.

Calculated values
HOMO energy   -9.52 eV
Energy above the lowest of the compared OMol25 structures with the same formula, charge and spin   13.06 kcal per mole
Molecular weight   70.09 g/mol
HOMO-LUMO gap   10.517 eV
SMILES   O=C1CCC1
Maximum force   0.0306 hartree/bohr

Each atom is followed by the atoms it is bonded to, with distances in Å.
Element x y z (Å)
1 O 1.934 0.980 -0.590  C2 1.208
2 C 0.833 0.486 -0.513  O1 1.208, C3 1.519, C5 1.503
3 C 0.442 -0.980 -0.451  C2 1.519, C4 1.651, H6 1.107, H7 1.125
4 C -0.593 -0.424 0.710  C3 1.651, C5 1.569, H8 1.109, H9 1.102
5 C -0.432 1.014 0.104  C2 1.503, C4 1.569, H10 1.095, H11 1.095
6 H -0.188 -1.312 -1.299  C3 1.107
7 H 1.357 -1.633 -0.495  C3 1.125
8 H -0.320 -0.404 1.785  C4 1.109
9 H -1.601 -0.859 0.614  C4 1.102
10 H -0.232 1.866 0.762  C5 1.095
11 H -1.199 1.269 -0.636  C5 1.095



No. 3
Below is the molecule C4H6O, with properties calculated with the ωB97M-V functional and the def2-TZVPD basis.

Calculated values
HOMO energy   -10.03 eV
Energy above the lowest of the compared OMol25 structures with the same formula, charge and spin   96.76 kcal per mole
Molecular weight   70.09 g/mol
HOMO-LUMO gap   11.055 eV
Maximum force   0.0120 hartree/bohr

Each atom is followed by the atoms it is bonded to, with distances in Å.
Element x y z (Å)
1 C 1.320 0.109 0.971  O2 1.417, H6 1.095, H7 1.092, H8 1.100
2 O 0.044 -0.491 0.824  C1 1.417, C3 1.375
3 C -0.813 0.171 -0.023  O2 1.375, C4 1.750, C5 1.862, H9 1.097, H10 1.095
4 C -0.063 0.377 -1.590  C3 1.750, C5 1.254
5 C -0.987 -0.453 -1.768  C3 1.862, C4 1.254, H11 1.075
6 H 1.841 0.161 0.010  C1 1.095
7 H 1.873 -0.521 1.670  C1 1.092
8 H 1.233 1.124 1.384  C1 1.100
9 H -1.801 -0.281 0.134  C3 1.097
10 H -0.922 1.239 0.196  C3 1.095
11 H -1.726 -1.192 -2.019  C5 1.075



No. 4
Below is the molecule C4H6O, with properties calculated with the ωB97M-V functional and the def2-TZVPD basis.

Calculated values
HOMO energy   -10.13 eV
Energy above the lowest of the compared OMol25 structures with the same formula, charge and spin   30.18 kcal per mole
Molecular weight   70.09 g/mol
HOMO-LUMO gap   11.130 eV
SMILES   C#CCCO
Maximum force   0.0101 hartree/bohr

Each atom is followed by the atoms it is bonded to, with distances in Å.
Element x y z (Å)
1 C -1.747 1.394 0.185  C2 1.205, H6 1.068
2 C -1.001 0.605 -0.338  C1 1.205, C3 1.466
3 C -0.057 -0.397 -0.841  C2 1.466, C4 1.543, H7 1.097, H8 1.096
4 C 1.127 -0.557 0.136  C3 1.543, O5 1.405, H9 1.101, H10 1.094
5 O 0.717 -0.603 1.479  C4 1.405, H11 0.969
6 H -2.427 2.085 0.633  C1 1.068
7 H 0.315 -0.108 -1.831  C3 1.097
8 H -0.584 -1.351 -0.953  C3 1.096
9 H 1.851 0.254 -0.036  C4 1.101
10 H 1.633 -1.506 -0.064  C4 1.094
11 H 0.173 0.185 1.631  O5 0.969